{"formula": "C35H61Cl34NO4S2", "method": "wB97M-V/def2-TZVPD", "e_homo_ev": -8.4, "spin_multiplicity": 1, "charge": 0, "e_tot_ha": -18168.7205, "symbols": ["C", "C", "C", "C", "C", "C", "C", "C", "C", "C", "C", "S", "C", "S", "N", "C", "C", "O", "C", "C", "C", "O", "O", "C", "O", "H", "H", "H", "H", "H", "H", "H", "H", "H", "H", "H", "H", "H", "H", "H", "H", "H", "H", "H", "H", "H", "H", "H", "H", "H", "H", "H", "C", "Cl", "Cl", "H", "H", "C", "Cl", "Cl", "H", "H", "C", "Cl", "Cl", "H", "H", "C", "Cl", "Cl", "H", "H", "C", "Cl", "Cl", "H", "H", "C", "Cl", "Cl", "H", "H", "C", "Cl", "Cl", "H", "H", "C", "Cl", "Cl", "H", "H", "C", "Cl", "Cl", "H", "H", "C", "Cl", "Cl", "H", "H", "C", "Cl", "Cl", "H", "H", "C", "Cl", "Cl", "H", "H", "C", "Cl", "Cl", "H", "H", "C", "Cl", "Cl", "H", "H", "C", "Cl", "Cl", "H", "H", "C", "Cl", "Cl", "H", "H", "C", "Cl", "Cl", "H", "H"], "xyz": [[2.204, -2.777, 0.086], [1.434, -2.371, -1.206], [0.649, -1.054, -1.012], [1.245, 0.183, -1.749], [1.843, 1.273, -0.845], [1.307, 2.669, -1.234], [1.872, 3.694, -0.314], [1.613, 3.872, 0.976], [0.694, 3.166, 1.905], [-0.651, 2.865, 1.241], [-1.778, 2.651, 2.241], [-3.405, 3.031, 1.480], [-4.325, 1.527, 1.914], [-4.771, 1.325, 3.451], [-4.636, 0.543, 0.945], [-3.484, -0.286, 0.566], [-2.641, 0.345, -0.528], [-3.453, 0.454, -1.690], [-4.502, 1.369, -1.468], [-5.359, 1.077, -0.230], [2.468, 4.991, 1.444], [2.513, 5.485, 2.522], [3.283, 5.395, 0.401], [2.882, 4.714, -0.718], [3.274, 4.925, -1.818], [3.205, -2.356, 0.031], [1.753, -2.352, 0.982], [2.214, -3.850, 0.235], [2.180, -2.329, -1.999], [0.750, -3.167, -1.458], [0.505, -0.817, 0.040], [-0.338, -1.214, -1.440], [0.481, 0.637, -2.377], [2.042, -0.195, -2.371], [2.922, 1.309, -0.968], [1.632, 1.112, 0.209], [0.227, 2.717, -1.209], [1.670, 2.922, -2.227], [0.492, 3.866, 2.717], [1.163, 2.299, 2.364], [-0.572, 1.994, 0.601], [-0.890, 3.703, 0.593], [-1.782, 1.607, 2.530], [-1.657, 3.280, 3.116], [-2.839, -0.377, 1.438], [-3.790, -1.264, 0.216], [-1.754, -0.248, -0.725], [-2.320, 1.352, -0.272], [-4.143, 2.399, -1.478], [-5.155, 1.286, -2.333], [-6.152, 0.372, -0.468], [-5.830, 2.008, 0.077], [1.241, -7.043, -0.953], [1.550, -5.577, -1.885], [0.327, -6.687, 0.525], [0.661, -7.730, -1.561], [2.190, -7.491, -0.680], [5.829, 3.179, 1.842], [6.646, 2.789, 0.322], [5.377, 1.729, 2.732], [6.491, 3.781, 2.451], [4.930, 3.731, 1.612], [-6.963, -2.965, 1.984], [-6.014, -1.526, 1.579], [-6.163, -4.455, 1.451], [-7.090, -3.008, 3.060], [-7.928, -2.901, 1.495], [-1.850, 5.944, -1.671], [-1.742, 4.316, -2.352], [-1.407, 5.973, 0.045], [-1.178, 6.596, -2.216], [-2.869, 6.289, -1.771], [-1.010, -9.701, -3.764], [0.499, -9.676, -2.835], [-1.045, -8.429, -4.988], [-1.096, -10.662, -4.256], [-1.837, -9.548, -3.080], [3.649, -7.089, 4.056], [3.346, -8.257, 5.350], [3.698, -5.432, 4.666], [4.606, -7.318, 3.601], [2.857, -7.167, 3.325], [4.912, 7.336, -1.147], [6.469, 7.710, -0.387], [4.478, 8.542, -2.364], [4.981, 6.366, -1.626], [4.148, 7.323, -0.380], [9.262, 4.724, -1.822], [8.516, 4.772, -3.424], [11.025, 4.623, -1.927], [8.995, 5.625, -1.283], [8.891, 3.852, -1.298], [2.832, -0.661, 4.054], [2.174, -0.493, 2.410], [4.586, -0.874, 4.023], [2.599, 0.247, 4.599], [2.403, -1.520, 4.556], [-6.863, -6.902, 4.285], [-7.328, -8.004, 5.586], [-6.666, -5.245, 4.863], [-5.921, -7.234, 3.867], [-7.636, -6.913, 3.526], [-2.930, -1.123, -4.113], [-3.469, -0.944, -5.789], [-1.200, -1.491, -4.014], [-3.120, -0.197, -3.583], [-3.481, -1.936, -3.656], [-10.662, -2.335, 0.441], [-9.711, -0.903, 0.033], [-9.860, -3.820, -0.087], [-10.793, -2.372, 1.516], [-11.625, -2.267, -0.051], [-5.414, 8.212, -3.294], [-4.093, 7.068, -3.583], [-6.597, 7.569, -2.154], [-4.996, 9.125, -2.886], [-5.908, 8.413, -4.236], [-4.085, -10.765, -0.889], [-2.556, -10.734, -0.006], [-4.149, -9.498, -2.122], [-4.187, -11.728, -1.376], [-4.897, -10.609, -0.190], [3.717, -0.768, -5.281], [3.056, -1.891, -4.084], [4.104, 0.800, -4.560], [4.623, -1.193, -5.695], [2.980, -0.620, -6.060], [4.045, -2.939, 7.769], [2.618, -2.317, 6.920], [3.908, -4.653, 8.155], [4.914, -2.795, 7.137], [4.155, -2.384, 8.691], [9.030, 10.069, -1.785], [9.876, 11.583, -2.130], [9.836, 8.681, -2.523], [9.002, 9.924, -0.712], [8.023, 10.134, -2.180]], "forces_ev_per_angstrom": [[-0.4574, 0.4120, -0.3631], [0.3673, -0.0198, 1.4555], [0.1591, 0.2394, -1.1259], [0.0712, -0.3676, 0.9086], [-0.4182, 0.4143, -0.4938], [1.0505, 0.1085, 0.0463], [-0.3577, -0.0947, 0.0330], [0.4934, -0.0248, 0.2289], [-0.6162, 0.6791, 0.1331], [0.0722, 0.0067, -0.0340], [0.0244, -0.1439, -0.2553], [-0.0531, -0.0769, -0.4076], [-0.0745, -0.1753, 0.6935], [0.1260, -0.0763, 0.0387], [0.3975, 0.8136, -0.8414], [1.0868, 0.7818, 0.1179], [-0.5014, 0.2469, 0.0159], [0.1843, -0.1824, 0.0043], [-0.5630, 0.1722, -0.3513], [0.4035, 0.0370, 0.1785], [-0.3130, -0.5040, 0.4002], [0.2326, 0.2660, 0.0940], [0.2030, 0.5580, 0.0353], [-0.7659, -1.0242, -0.2382], [0.4235, 0.2875, -0.2010], [0.2674, -0.2471, 0.1817], [-0.1654, -0.2257, -0.2950], [0.3471, -0.1639, -0.1560], [-0.4241, 0.2070, 0.1095], [-0.2932, -0.0785, -0.0901], [0.0236, -0.1267, 0.2248], [-0.0146, -0.0816, 0.0845], [-0.0401, -0.0415, -0.2108], [0.0165, 0.1336, -0.4763], [0.2184, -0.0863, 0.2019], [-0.0214, -0.1811, 0.1339], [-0.1762, -0.1011, -0.1360], [-0.2509, -0.0922, -0.3205], [0.1252, 0.0316, 0.2198], [0.1165, -0.2315, -0.0785], [0.0076, -0.2010, -0.0859], [-0.0239, -0.1086, 0.0284], [-0.1570, -0.1051, 0.3828], [-0.0430, 0.0213, 0.1889], [-0.1306, -0.3860, 0.2760], [-0.2853, -0.1916, 0.1216], [-0.1997, -0.1531, -0.2921], [0.0805, 0.0765, 0.2052], [0.3567, 0.0465, 0.2878], [-0.1011, -0.0459, -0.1666], [-0.0300, -0.1887, -0.0631], [-0.2244, 0.0895, -0.0200], [-0.1077, -0.0493, -0.0612], [0.0666, -0.2525, -0.1657], [0.0499, -0.0596, 0.0628], [0.0713, 0.3315, 0.2168], [0.0106, 0.0767, 0.0692], [0.0327, 0.1126, 0.0625], [-0.0253, 0.0420, -0.0751], [0.0424, 0.1835, -0.0831], [0.0679, -0.0487, -0.0139], [-0.0776, 0.0760, -0.0839], [-0.0048, 0.1576, 0.0093], [-0.6728, -0.6326, 0.4090], [-0.0642, -0.0497, -0.0837], [0.1186, -0.0628, 0.0135], [0.0978, -0.0391, -0.0929], [0.0722, -0.0195, 0.1728], [-0.0495, -0.0009, -0.0717], [-0.0123, 0.3966, -0.0848], [0.0899, -0.0575, 0.0346], [0.1171, -0.1415, 0.2537], [-0.0941, 0.0101, -0.0054], [-0.0344, -0.3850, -0.1884], [-0.0344, -0.0130, 0.0041], [0.0996, 0.0038, -0.0321], [0.1588, 0.0373, -0.0274], [0.0932, -0.0089, -0.0199], [0.0032, -0.0247, -0.0437], [-0.0136, 0.0492, -0.1092], [0.0334, 0.0067, 0.0844], [-0.1477, 0.0177, -0.0008], [0.0370, 0.0158, -0.0585], [0.0938, -0.0281, 0.0834], [-0.0233, 0.0208, -0.0444], [0.0801, 0.1697, -0.0100], [0.1517, 0.1473, -0.0607], [-0.0445, 0.0162, 0.0408], [-0.0652, 0.0339, 0.0522], [-0.0249, 0.0093, 0.0644], [0.0319, 0.0778, -0.1014], [0.0649, -0.0612, -0.0405], [-0.0054, 0.2012, -0.0495], [0.0501, 0.2349, 0.5440], [-0.1076, -0.3414, 0.2285], [0.0874, 0.0266, -0.0070], [-0.0557, -0.0079, -0.3397], [0.0084, -0.0185, -0.1245], [-0.0005, -0.0279, -0.0333], [-0.0085, 0.0350, 0.1231], [0.0462, 0.0189, 0.0697], [-0.0513, 0.0358, 0.0430], [-0.0793, 0.0927, -0.0615], [-0.0395, -0.0317, -0.0643], [-0.0033, -0.0100, -0.0134], [0.1290, -0.1408, -0.1189], [0.0357, -0.0579, -0.0535], [-0.0755, 0.0146, 0.0063], [-0.0141, 0.0312, 0.0403], [-0.0775, -0.0610, -0.0052], [0.0860, -0.0077, 0.0156], [0.0362, -0.0006, -0.0841], [-0.0654, 0.0902, -0.0049], [-0.2747, 0.1720, -0.4023], [-0.0035, 0.0325, -0.0056], [0.0438, -0.0427, 0.0646], [-0.0100, -0.0951, -0.0209], [0.0051, -0.0665, 0.0461], [-0.0030, -0.0300, 0.0013], [-0.2268, 0.0252, 0.0180], [0.0579, 0.0126, -0.0491], [0.0256, 0.0890, 0.0181], [0.0155, -0.0301, -0.0811], [0.1939, -0.0138, -0.4821], [0.0029, 0.0183, -0.0217], [0.0442, 0.0050, 0.0807], [-0.0649, 0.0329, 0.0615], [0.1781, 0.0402, 0.0683], [-0.0010, -0.1064, 0.2040], [-0.0268, 0.0176, 0.0620], [-0.0683, -0.0184, -0.1065], [-0.0804, -0.0039, 0.0193], [-0.1034, -0.0363, 0.0215], [-0.0228, 0.0247, 0.0251], [-0.0207, -0.0676, 0.0264], [0.0808, 0.0059, 0.0077], [0.0213, -0.0005, -0.0685]], "lowdin_charge": [-0.131, -0.277, -0.211, -0.178, -0.157, -0.129, -0.061, -0.078, -0.103, -0.286, -0.431, 0.847, -1.087, 0.741, -0.336, -0.175, -0.167, -0.169, -0.188, -0.151, -0.392, 0.189, 0.105, -0.377, 0.174, 0.072, -0.021, 0.026, -0.006, 0.039, 0.074, 0.030, 0.096, 0.035, 0.120, 0.057, 0.062, 0.125, 0.124, 0.103, 0.085, 0.005, 0.072, 0.077, 0.125, 0.100, 0.098, 0.078, 0.092, 0.129, 0.097, 0.122, -1.029, 0.584, 0.500, -0.082, 0.028, -1.004, 0.533, 0.506, 0.033, -0.007, -0.993, 0.668, 0.490, -0.005, -0.055, -1.015, 0.569, 0.583, 0.031, -0.073, -1.013, 0.557, 0.520, 0.029, -0.066, -1.022, 0.502, 0.491, 0.024, 0.013, -1.031, 0.518, 0.521, 0.007, 0.011, -1.044, 0.494, 0.499, -0.001, -0.017, -0.996, 0.604, 0.483, 0.029, -0.047, -1.039, 0.505, 0.511, 0.025, 0.021, -1.015, 0.503, 0.562, -0.004, 0.032, -1.013, 0.515, 0.527, 0.028, 0.023, -0.996, 0.575, 0.516, 0.028, 0.026, -1.004, 0.514, 0.544, 0.026, 0.024, -0.987, 0.590, 0.518, 0.025, 0.027, -1.005, 0.544, 0.506, 0.024, 0.025, -1.050, 0.503, 0.501, 0.016, 0.013]}